1.
{"formula": "C3H9N2O2", "method": "ωB97M-V/def2-TZVPD", "elements": ["C", "C", "C", "N", "N", "O", "O", "H", "H", "H", "H", "H", "H", "H", "H", "H"], "coordinates": [[2.6498, -0.0483, 0.0985], [-2.6591, 0.9787, 0.0145], [1.9973, -1.1801, 0.1928], [-1.7385, -0.1911, -0.1717], [-0.5751, -0.1955, 0.1509], [-2.4251, -1.2667, -0.4225], [-0.0150, 0.9224, 0.5028], [2.6956, 0.6877, -0.6543], [-2.0056, -2.0613, -0.2294], [3.1458, 0.3373, 1.0034], [-2.4676, 1.4852, 0.8778], [-3.6460, 0.4458, 0.0151], [-2.7504, 1.6478, -0.7963], [2.3029, -1.8014, 1.0948], [1.2970, -1.5583, -0.4419], [0.9505, 0.5561, 0.6745]], "forces_ev_per_a": [[0.782, 1.612, 1.838], [-2.491, -2.938, -1.884], [2.171, -1.054, 3.165], [-1.119, 4.081, 1.124], [1.582, -2.021, 0.029], [-2.436, 0.751, -1.502], [0.206, -0.370, 0.053], [-0.491, 0.404, -1.336], [2.070, -2.455, 0.747], [0.489, -0.653, -0.490], [0.797, 1.071, 2.443], [0.789, 0.803, 0.489], [0.753, 0.569, -1.227], [-1.031, 0.701, -1.101], [-1.232, -1.153, -2.043], [-0.840, 0.652, -0.305]], "mulliken_charge": [-0.8204, -0.8066, -0.3845, 0.5502, -0.1058, -0.3946, -0.2831, 0.3896, 0.3783, 0.3436, 0.3584, 0.3540, 0.3455, 0.2035, 0.3619, 0.5100], "relative_energy_ev": 7.689, "charge": 1, "homo_ha": -0.538}

---

2.
{"formula": "C24H15N2O3PRuS2", "method": "ωB97M-V/def2-TZVPD", "elements": ["Ru", "O", "C", "C", "C", "C", "C", "C", "C", "P", "C", "C", "C", "C", "C", "C", "C", "C", "C", "C", "C", "C", "H", "H", "H", "H", "H", "H", "H", "H", "H", "H", "H", "H", "H", "H", "S", "C", "C", "N", "C", "S", "C", "N", "O", "C", "O", "H"], "coordinates": [[2.0199, -1.0379, -0.3346], [3.4622, 0.2113, -1.6274], [2.5242, 0.8041, -1.1015], [1.9201, 2.0378, -0.9062], [2.4869, 3.2795, -1.3328], [1.8100, 4.4442, -1.0901], [0.5521, 4.4536, -0.4489], [-0.0174, 3.2444, -0.0567], [0.6492, 2.0504, -0.2528], [0.0305, 0.3672, -0.1302], [-1.1710, 0.2990, -1.5259], [-1.0458, 1.1873, -2.5934], [-1.8929, 1.1022, -3.6898], [-2.8816, 0.1317, -3.7384], [-3.0102, -0.7616, -2.6847], [-2.1577, -0.6837, -1.5943], [-0.9426, 0.1197, 1.3786], [-1.3909, -1.1685, 1.6680], [-2.0525, -1.4327, 2.8555], [-2.2578, -0.4163, 3.7784], [-1.7889, 0.8607, 3.5093], [-1.1298, 1.1275, 2.3177], [3.4487, 3.2831, -1.8276], [2.2522, 5.3833, -1.4018], [0.0294, 5.3843, -0.2792], [-1.0110, 3.2407, 0.3779], [-0.2851, 1.9563, -2.5745], [-1.7754, 1.8030, -4.5068], [-3.5443, 0.0690, -4.5923], [-3.7692, -1.5330, -2.7104], [-2.2721, -1.4054, -0.7993], [-1.1765, -1.9887, 0.9931], [-2.3781, -2.4424, 3.0696], [-2.7624, -0.6239, 4.7135], [-1.9228, 1.6544, 4.2336], [-0.7373, 2.1189, 2.1353], [0.6647, -2.7996, -1.5499], [1.0321, -3.9907, -0.3749], [0.0073, -4.9870, -0.1491], [-0.8417, -5.7489, 0.0050], [2.2077, -4.0708, 0.3544], [3.4876, -2.9559, 0.2410], [2.3771, -5.1836, 1.2620], [2.5352, -6.0693, 1.9790], [1.6608, -1.0196, 2.0590], [2.6875, -0.3223, 2.2662], [3.4323, 0.1085, 1.3621], [2.9372, -0.0802, 3.3145]], "forces_ev_per_a": [[0.132, 0.139, -0.216], [0.029, 0.034, 0.082], [-0.165, -0.046, -0.008], [0.236, -0.047, -0.104], [-0.028, 0.043, 0.019], [-0.015, -0.001, 0.016], [0.070, -0.053, -0.014], [-0.077, 0.038, -0.026], [-0.066, 0.004, 0.050], [-0.129, 0.070, -0.174], [-0.031, -0.023, 0.081], [0.020, 0.012, -0.022], [0.008, 0.006, 0.012], [0.008, -0.004, 0.021], [0.013, 0.014, -0.008], [-0.016, -0.017, 0.021], [0.000, 0.007, 0.008], [0.005, -0.046, 0.052], [-0.003, 0.007, -0.022], [0.006, 0.031, -0.020], [-0.016, -0.019, 0.016], [-0.020, 0.056, -0.014], [0.003, -0.001, -0.005], [-0.007, 0.006, -0.003], [0.001, 0.014, -0.001], [0.023, 0.017, -0.040], [0.021, 0.008, 0.023], [-0.003, 0.000, -0.002], [0.000, -0.006, -0.004], [-0.003, 0.000, -0.007], [0.018, -0.003, 0.052], [0.032, 0.011, -0.040], [-0.008, 0.004, 0.004], [-0.002, -0.007, 0.003], [-0.002, -0.004, 0.009], [-0.001, -0.060, 0.039], [-0.012, -0.003, 0.224], [-0.342, -0.261, -0.030], [0.223, 0.200, -0.130], [-0.012, -0.007, 0.024], [0.125, -0.210, 0.221], [-0.045, -0.015, 0.037], [-0.006, 0.207, -0.203], [0.006, -0.009, 0.023], [0.051, -0.103, 0.037], [-0.002, -0.011, -0.085], [-0.016, 0.037, 0.095], [-0.003, -0.014, 0.012]], "mulliken_charge": [-0.2442, -0.6508, 0.3010, 0.3360, -1.0358, -0.2561, -1.0746, 0.2950, -0.2384, 1.0970, 0.9622, -0.3735, -0.7943, -0.4994, -0.8033, -0.1657, 1.1075, -0.3259, -0.8643, -0.4876, -0.7520, -0.5633, 0.4617, 0.3816, 0.4091, 0.4886, 0.2278, 0.4085, 0.3636, 0.4209, 0.2350, 0.2424, 0.4195, 0.3719, 0.3987, 0.3857, -0.2745, 0.3318, -0.0714, -0.5157, 0.6784, -0.2784, 0.0022, -0.4978, -0.4934, 0.0655, -0.5704, 0.4390], "multiplicity": 6, "relative_energy_ev": 0.000, "charge": -1, "homo_ha": [-0.127, -0.200]}

---

3.
{"formula": "C6H16SSi", "method": "ωB97M-V/def2-TZVPD", "elements": ["C", "C", "Si", "S", "C", "C", "C", "C", "H", "H", "H", "H", "H", "H", "H", "H", "H", "H", "H", "H", "H", "H", "H", "H"], "coordinates": [[-0.1554, 2.8602, -0.1635], [0.1426, 1.9481, 0.9964], [-0.2101, 0.1371, 0.3824], [-2.7503, 0.1136, 0.5699], [0.0182, -0.1864, -1.5347], [-0.7654, -1.3974, -2.0662], [0.3533, -1.3597, 1.5350], [1.8317, -1.5979, 1.3121], [0.2403, 2.5302, -1.0245], [-1.1724, 2.8662, -0.4019], [0.3628, 3.8925, 0.0224], [-0.4083, 2.1191, 1.8041], [1.2473, 1.8839, 1.4209], [-3.0920, -1.0954, 0.0826], [-0.5473, 0.6879, -2.1334], [0.9889, -0.3433, -1.8206], [-0.3990, -2.2749, -1.6440], [-1.7487, -1.1651, -1.8742], [-0.7780, -1.6072, -3.0537], [-0.0216, -1.0612, 2.4793], [-0.1421, -2.1908, 1.1688], [2.2909, -2.5604, 1.5850], [2.2307, -1.3085, 0.4215], [2.4838, -0.8906, 1.9365]], "forces_ev_per_a": [[1.910, 3.065, 3.022], [4.039, -3.191, -2.622], [-2.479, -0.830, -0.011], [1.990, 0.170, -0.053], [-3.883, 1.752, -0.438], [1.052, 1.337, 2.515], [0.866, 2.492, -2.275], [1.780, 0.881, 4.328], [1.955, -1.285, -3.043], [-1.851, 0.673, 0.230], [-1.566, -1.483, -0.400], [-2.555, 0.777, 3.423], [-1.871, 0.543, -1.235], [0.360, 0.120, 0.047], [1.922, -1.322, 1.493], [2.741, 0.435, -0.701], [0.102, -1.752, 1.261], [-2.498, -0.295, 0.961], [0.753, 0.125, -3.637], [0.101, -0.156, 1.256], [-1.523, -1.629, -0.517], [-0.759, -0.054, -0.176], [0.471, 0.315, -3.240], [-1.059, -0.687, -0.187]], "mulliken_charge": [-1.2663, -0.5516, 0.1772, -0.4377, -0.3918, -1.5981, -0.5265, -1.1748, 0.4278, 0.3655, 0.2724, 0.4956, 0.3132, 0.0860, 0.2478, 0.5722, 0.3365, 0.3807, 0.4690, 0.4531, 0.3256, 0.3294, 0.3637, 0.3310], "relative_energy_ev": 1.068, "charge": 0, "smiles": "CC[Si](S)(CC)CC", "homo_ha": -0.317}

---

4.
{"formula": "C4H9NO", "method": "ωB97M-V/def2-TZVPD", "elements": ["C", "C", "C", "O", "N", "C", "H", "H", "H", "H", "H", "H", "H", "H", "H"], "coordinates": [[-1.7876, 0.8194, 0.6223], [-1.1391, 0.0336, -0.2384], [-1.2379, -1.3140, -0.5947], [0.1805, 0.7996, -0.8363], [1.4046, 0.0566, -0.6404], [2.0204, 0.4099, 0.5802], [-1.2534, 1.8085, 0.8126], [-2.7245, 0.7124, 1.0711], [-1.4926, -1.5803, -1.6008], [-0.4474, -2.0195, -0.2091], [-2.0779, -1.7746, -0.0567], [1.8721, 0.3174, -1.4523], [2.4723, 1.5432, 0.6264], [1.2833, 0.3344, 1.3520], [2.9273, -0.1466, 0.5641]], "forces_ev_per_a": [[2.883, 1.873, -1.245], [3.304, 4.211, 0.583], [-0.798, -4.401, 0.660], [-2.491, -1.533, 1.469], [-3.053, -0.682, 0.271], [1.538, 3.861, -0.792], [-0.971, -1.327, -0.305], [-1.198, -0.764, 0.500], [0.457, 0.299, -0.916], [-0.061, 1.242, -0.703], [-0.280, 0.465, 0.156], [1.359, 0.409, -1.384], [-1.357, -2.058, -0.146], [0.154, -0.570, 0.809], [0.513, -1.025, 1.043]], "mulliken_charge": [-0.6930, 0.5243, -1.0495, -0.3088, -0.2871, -0.6765, 0.2205, 0.3567, 0.2953, 0.2571, 0.3540, 0.2110, 0.2022, 0.2744, 0.3193], "relative_energy_ev": 4.881, "charge": 0, "smiles": "C=C(C)ONC", "homo_ha": -0.320}

---

5.
{"formula": "C5H8O2", "method": "ωB97M-V/def2-TZVPD", "elements": ["C", "C", "C", "O", "C", "C", "O", "H", "H", "H", "H", "H", "H", "H", "H"], "coordinates": [[-0.1445, -0.7362, 1.6903], [-0.0069, -0.3110, 0.4429], [-0.7164, 0.8126, -0.2215], [-0.0613, 1.2183, -1.4286], [-0.7773, -0.0059, -1.4498], [0.2553, -1.0208, -0.8979], [1.5172, -0.9316, -1.4864], [-0.6996, -0.1371, 2.4100], [0.2370, -1.6947, 2.0193], [-1.4274, 1.5149, 0.1982], [-1.6274, -0.1436, -2.1051], [-0.0356, -2.0710, -0.8910], [1.6873, 0.0173, -1.6070], [0.9142, 1.4250, 1.8524], [0.8857, 2.0639, 1.4740]], "forces_ev_per_a": [[0.000, -0.123, -0.153], [0.090, -0.034, 0.398], [-0.510, -0.133, 0.186], [0.208, 0.111, -0.009], [-0.174, -0.043, -0.375], [-0.282, -0.225, 0.152], [0.036, 0.178, -0.001], [0.283, -0.056, -0.014], [-0.070, -0.016, -0.066], [-0.005, -0.184, -0.093], [0.214, 0.090, -0.187], [-0.055, 0.104, -0.030], [0.022, -0.203, 0.009], [0.135, 0.357, 0.002], [0.110, 0.177, 0.179]], "mulliken_charge": [-0.8530, 0.3099, -0.2291, -0.4510, -0.2390, -0.3080, -0.5417, 0.3308, 0.2694, 0.5067, 0.4159, 0.4179, 0.3482, -0.0945, 0.1175], "relative_energy_ev": 4.411, "charge": 0, "smiles": "C=C1[C@H]2O[C@H]2[C@H]1O.[H][H]", "homo_ha": -0.350}

---

6.
{"formula": "C4H10NS", "method": "ωB97M-V/def2-TZVPD", "elements": ["C", "N", "C", "C", "C", "S", "H", "H", "H", "H", "H", "H", "H", "H", "H", "H"], "coordinates": [[0.6542, 1.0937, -1.4561], [1.5081, 0.1594, -0.7686], [0.7772, -0.8702, -0.0215], [-0.1459, -0.3716, 1.1133], [-1.6442, -0.3542, 0.7917], [-2.7051, -0.4126, 2.2656], [0.0653, 0.5617, -2.2143], [1.2313, 1.8656, -1.9740], [-0.0754, 1.6026, -0.8204], [2.1550, 0.6497, -0.1641], [1.5273, -1.5904, 0.2931], [0.1605, -1.4048, -0.7557], [0.2031, 0.6314, 1.3897], [-0.0021, -0.9626, 2.0167], [-1.8418, -1.1636, 0.0817], [-1.8675, 0.5659, 0.2229]], "forces_ev_per_a": [[-0.416, 0.221, -0.316], [0.327, -0.205, -0.189], [-0.304, 0.224, -0.365], [0.514, 0.003, 0.004], [0.051, 0.557, -0.199], [-0.044, -0.053, -0.040], [0.127, 0.002, 0.059], [0.116, -0.129, 0.051], [-0.069, 0.078, 0.188], [-0.137, -0.014, 0.116], [0.064, -0.094, 0.398], [0.051, 0.025, -0.009], [-0.165, 0.054, 0.055], [-0.039, -0.246, -0.006], [-0.129, -0.244, 0.161], [0.052, -0.179, 0.089]], "mulliken_charge": [-0.8117, -0.4158, -0.6140, -0.5525, -0.6522, -0.6848, 0.2488, 0.3311, 0.2680, 0.2526, 0.3008, 0.3533, 0.2437, 0.3582, 0.2327, 0.1419], "relative_energy_ev": 0.272, "charge": -1, "smiles": "CNCCC[S-]", "homo_ha": -0.082}

---

7.
{"formula": "C4H10N3", "method": "ωB97M-V/def2-TZVPD", "elements": ["C", "C", "N", "N", "C", "N", "C", "H", "H", "H", "H", "H", "H", "H", "H", "H", "H"], "coordinates": [[0.9634, 1.4469, -0.8567], [0.3878, 0.0793, -0.9218], [1.2782, -1.1605, -1.0273], [1.1447, -2.0083, -0.1914], [0.1847, -1.5851, 0.8213], [-0.1454, -0.1595, 0.4628], [-1.5459, 0.3186, 0.5259], [1.0934, 1.8775, 0.1583], [0.4494, 2.1374, -1.4804], [1.9271, 1.4517, -1.3147], [-0.5161, -0.2375, -1.5914], [-0.8136, -2.0697, 0.7580], [0.5735, -1.7568, 1.8023], [0.4281, 0.4205, 1.0498], [-2.1334, -0.3286, -0.0010], [-1.6997, 0.2317, 1.5232], [-1.5761, 1.3422, 0.2832]], "forces_ev_per_a": [[0.933, 0.589, -0.812], [-1.514, -3.396, 1.111], [1.362, 2.071, -2.980], [-0.868, -0.339, 1.254], [-2.460, -0.211, -0.514], [0.524, -0.091, -0.114], [2.427, 0.078, 0.790], [-0.230, -0.404, -0.595], [-0.848, 0.657, -0.245], [0.992, -0.191, -0.205], [1.858, 1.308, 0.549], [0.921, -0.543, -0.154], [0.278, 0.412, 0.660], [0.080, 0.400, 0.528], [-1.686, -1.355, -1.604], [-1.592, -0.079, 3.102], [-0.177, 1.094, -0.770]], "mulliken_charge": [-1.3724, 0.4336, -0.2291, -0.1550, -0.3583, -0.1880, -1.1484, 0.3491, 0.3518, 0.4475, 0.4291, 0.3217, 0.3513, 0.4305, 0.4693, 0.5027, 0.3646], "relative_energy_ev": 3.546, "charge": 1, "smiles": "C[C@H]1N=NC[N@@H+]1C", "homo_ha": -0.523}

---

8.
{"formula": "C6H6O", "method": "ωB97M-V/def2-TZVPD", "elements": ["C", "C", "C", "C", "O", "H", "H", "H", "H", "C", "C", "H", "H"], "coordinates": [[1.2311, -1.4349, -0.4464], [1.7288, -0.2123, -0.3427], [0.9871, 0.7942, 0.1656], [0.2466, 1.5743, 0.8829], [1.2211, 2.2935, 0.1600], [1.7243, -2.1910, -0.9595], [0.1792, -1.6245, -0.4525], [2.7174, -0.2269, -0.6441], [-0.5828, 1.7309, 1.4507], [-2.1386, -0.4026, -0.4948], [-2.3290, 0.0018, 0.6318], [-2.3543, -0.4746, -1.5246], [-2.6310, 0.1720, 1.5735]], "forces_ev_per_a": [[-1.818, 0.094, -0.939], [-0.107, -3.138, -0.327], [-1.625, 3.256, 2.192], [2.403, -2.321, -2.500], [0.385, 1.321, -0.029], [1.465, -1.280, -0.388], [-0.610, 0.018, 0.859], [2.045, 1.359, -0.299], [-1.752, 0.867, 1.451], [-1.104, 1.205, 1.656], [0.653, -1.618, -3.907], [0.549, -0.387, -0.607], [-0.485, 0.624, 2.840]], "mulliken_charge": [-0.7520, -0.1568, 0.3833, -0.2339, -0.5235, 0.3294, 0.1957, 0.3962, 0.3618, -0.4915, -0.3560, 0.3290, 0.5183], "relative_energy_ev": 7.958, "charge": 0, "smiles": "C=CC1=CO1.C#C", "homo_ha": [-0.273, -0.273]}

---

Question: Which formula does entry 6 have?
Answer: C4H10NS

---

Question: What is the formula in the eighth record?
Answer: C6H6O